No. 1
91
Properties=species:S:1:pos:R:3 method="wB97M-V/def2-TZVPD" homo_lumo_gap_ev=8.676 e_tot_ha=-3457.36446 multiplicity=1 mol_weight_g_mol=1129.4 relative_energy_kj_mol=0.0 fmax_ev_per_a=1.1 homo_ev=-8.5
Tl -1.905 -1.383 -0.013
O -2.420 2.907 1.394
C -2.477 1.835 2.056
O -2.931 0.739 1.664
C -1.933 1.942 3.469
C -2.436 2.986 4.247
C -2.024 3.175 5.552
C -1.073 2.325 6.104
C -0.546 1.309 5.332
C -0.965 1.102 4.013
P -0.082 -0.219 3.131
C 1.648 0.249 3.349
C 2.134 1.108 2.361
C 3.413 1.633 2.442
C 4.224 1.290 3.514
C 3.751 0.439 4.499
C 2.466 -0.077 4.426
C -0.578 -1.708 3.997
C -1.960 -1.901 4.067
C -2.464 -3.045 4.663
C -1.598 -3.992 5.194
C -0.226 -3.804 5.118
C 0.288 -2.665 4.513
H -3.164 3.649 3.799
H -2.436 3.987 6.138
H -0.735 2.462 7.123
H 0.211 0.666 5.766
H 1.473 1.390 1.547
H 3.779 2.284 1.660
H 5.230 1.684 3.579
H 4.388 0.170 5.333
H 2.115 -0.731 5.211
H -2.631 -1.153 3.654
H -3.535 -3.194 4.720
H -1.994 -4.886 5.658
H 0.448 -4.551 5.515
H 1.356 -2.554 4.399
C -2.147 -0.444 -3.751
Si -1.907 1.389 -3.533
C -3.285 2.254 -4.450
C -0.245 1.972 -4.141
C -0.120 2.707 -5.323
C 1.120 3.165 -5.751
C 2.256 2.892 -5.002
C 2.152 2.161 -3.827
C 0.913 1.709 -3.396
H -1.948 -0.715 -4.792
H -3.176 -0.732 -3.517
H -1.470 -1.010 -3.112
H -3.187 2.031 -5.517
H -3.274 3.340 -4.336
H -4.260 1.885 -4.129
H -0.994 2.932 -5.924
H 1.197 3.735 -6.668
H 3.222 3.253 -5.334
H 3.036 1.939 -3.240
H 0.838 1.131 -2.479
C -1.693 4.048 -1.429
Te -2.003 1.992 -1.034
C -4.113 2.116 -1.028
H -1.735 4.545 -0.463
H -2.475 4.407 -2.094
H -0.715 4.162 -1.892
H -4.458 2.671 -1.897
H -4.363 2.609 -0.094
H -4.514 1.104 -1.030
C 0.677 -3.015 -4.186
C 1.734 -3.033 -3.080
C 2.205 -4.459 -2.816
C 2.913 -2.152 -3.476
N 1.154 -2.431 -1.850
N 0.223 -3.226 -1.120
H 1.062 -3.500 -5.085
H 0.405 -1.988 -4.442
H -0.232 -3.548 -3.892
H 2.782 -4.804 -3.675
H 1.371 -5.151 -2.686
H 2.839 -4.498 -1.933
H 3.320 -2.493 -4.430
H 3.691 -2.187 -2.715
H 2.602 -1.110 -3.587
H 0.669 -1.551 -2.055
H -0.338 -3.825 -1.721
H 0.761 -3.833 -0.506
F 1.317 -2.661 1.744
Te 2.102 -1.487 0.361
F 2.922 -3.137 -0.059
F -0.211 -0.264 -1.224
F 3.400 -0.667 -0.822
F 3.532 -1.396 1.585
O -0.359 -0.303 1.655

No. 2
93
Properties=species:S:1:pos:R:3 method="wB97M-V/def2-TZVPD" charge=-2 homo_lumo_gap_ev="4.870 / 4.867" e_tot_ha=-4240.45510 multiplicity=5 mol_weight_g_mol=892.9 fmax_ev_per_a=2.1 homo_ev="-0.9 / -0.9"
Ho 0.184 0.626 0.000
N 0.691 -1.581 1.119
C 2.019 -2.173 1.195
C 3.040 -1.081 1.517
N 2.828 0.160 0.773
C 3.563 0.214 -0.485
C 3.111 -0.843 -1.479
N 1.670 -0.742 -1.730
C 3.116 1.353 1.570
C 2.149 1.543 2.732
N 0.737 1.535 2.309
H 0.377 -1.337 2.069
H 0.023 -2.252 0.739
H 2.234 -2.676 0.254
H 2.087 -2.934 1.982
H 4.065 -1.456 1.366
H 2.936 -0.862 2.580
H 4.649 0.107 -0.310
H 3.368 1.200 -0.912
H 3.338 -1.842 -1.109
H 3.694 -0.716 -2.396
H 1.255 -1.631 -1.992
H 1.495 -0.094 -2.492
H 3.014 2.202 0.892
H 4.148 1.335 1.963
H 2.405 2.497 3.199
H 2.281 0.779 3.500
H 0.305 2.434 2.489
H 0.239 0.828 2.868
O -5.310 -3.051 1.915
C -4.239 -2.214 1.858
C -3.287 -2.139 2.860
C -2.210 -1.278 2.713
N -2.032 -0.524 1.615
C -3.005 -0.567 0.688
C -4.117 -1.381 0.762
C -2.919 0.362 -0.522
O -3.901 0.482 -1.231
O -1.796 0.979 -0.668
C -1.231 -1.201 3.912
O -1.645 -1.690 4.968
O -0.107 -0.664 3.701
H -5.202 -3.643 2.670
H -3.360 -2.708 3.777
H -4.850 -1.358 -0.032
S -6.419 -4.362 -2.347
C -4.852 -4.146 -1.794
S -3.791 -3.001 -2.522
C -2.497 -3.416 -1.416
N -2.852 -4.350 -0.587
N -4.169 -4.748 -0.795
C -4.625 -5.750 0.112
C -3.872 -5.991 1.265
C -4.285 -6.945 2.179
C -5.446 -7.680 1.966
C -6.181 -7.442 0.818
C -5.782 -6.486 -0.109
S -0.971 -2.649 -1.454
H -2.972 -5.420 1.429
H -3.688 -7.113 3.067
H -5.767 -8.425 2.684
H -7.089 -8.003 0.628
H -6.372 -6.304 -0.994
C 2.556 1.465 -4.055
C 1.340 2.400 -3.984
C 0.022 1.660 -3.759
C 1.599 3.551 -3.028
C 2.190 4.671 -3.593
C 2.410 5.856 -2.896
C 1.872 5.913 -1.612
C 1.267 4.831 -0.997
C 0.615 5.114 0.346
C -0.749 4.455 0.547
C 1.559 4.798 1.507
C 1.319 3.492 -1.592
N 1.101 2.384 -0.900
H 2.334 0.522 -4.571
H 2.917 1.249 -3.051
H 3.378 1.956 -4.581
H 1.251 2.862 -4.974
H -0.077 1.317 -2.731
H -0.071 0.809 -4.441
H -0.824 2.328 -3.934
H 2.456 4.624 -4.649
H 2.881 6.714 -3.361
H 1.883 6.862 -1.076
H 0.433 6.196 0.362
H -0.672 3.374 0.452
H -1.457 4.789 -0.215
H -1.159 4.711 1.530
H 1.805 3.741 1.472
H 1.110 5.033 2.480
H 2.492 5.359 1.409

No. 3
81
Properties=species:S:1:pos:R:3 method="wB97M-V/def2-TZVPD" charge=+1 homo_lumo_gap_ev="4.994 / 4.997" e_tot_ha=-2200.15798 multiplicity=1 mol_weight_g_mol=723.9 relative_energy_kj_mol=137.3 fmax_ev_per_a=1.9 homo_ev="-9.1 / -9.1"
Ir 0.052 0.080 0.339
C 2.454 2.757 -0.156
P 0.748 2.324 0.298
C 0.380 3.410 1.702
C -0.243 3.105 -1.043
C -0.261 2.276 -2.332
P -0.405 0.445 -2.051
C 0.625 -0.155 -3.432
C -2.069 -0.010 -2.647
H 2.555 3.840 -0.220
H 2.709 2.307 -1.115
H 3.144 2.374 0.596
H 0.561 4.447 1.424
H 1.012 3.146 2.550
H -0.663 3.284 1.995
H 0.155 4.104 -1.239
H -1.251 3.237 -0.648
H 0.676 2.429 -2.871
H -1.065 2.610 -2.989
H 0.269 0.290 -4.361
H 0.550 -1.239 -3.500
H 1.670 0.108 -3.274
H -2.360 0.628 -3.481
H -2.811 0.058 -1.852
H -2.036 -1.048 -2.979
C 2.925 -1.754 3.078
C 2.150 -1.937 4.217
C 0.862 -1.433 4.262
C 0.331 -0.771 3.155
C 1.089 -0.647 1.995
C 2.394 -1.091 1.977
C -0.991 -0.176 3.122
C -1.876 -0.149 4.221
C -3.084 0.461 4.108
C -3.470 1.049 2.881
C -4.724 1.667 2.689
C -5.074 2.171 1.468
C -4.165 2.098 0.396
C -2.931 1.534 0.565
C -2.553 0.991 1.809
N -1.329 0.398 1.971
H 3.937 -2.136 3.041
H 2.552 -2.460 5.073
H 0.282 -1.559 5.166
H 3.011 -0.953 1.095
H -1.591 -0.604 5.157
H -3.774 0.484 4.943
H -5.404 1.731 3.528
H -6.046 2.621 1.321
H -4.457 2.485 -0.572
H -2.230 1.474 -0.251
C -4.125 -2.947 2.083
C -3.680 -2.435 0.708
C -4.897 -2.168 -0.180
C -2.705 -3.405 0.083
C -3.116 -4.673 -0.290
C -2.218 -5.605 -0.782
C -0.876 -5.274 -0.838
C -0.408 -4.017 -0.480
C 1.093 -3.811 -0.429
C 1.613 -2.535 -1.098
C 1.543 -3.881 1.035
C -1.338 -3.021 -0.073
O -0.989 -1.765 0.134
H -4.736 -2.195 2.590
H -3.262 -3.173 2.713
H -4.721 -3.857 1.989
H -3.150 -1.499 0.850
H -5.472 -3.080 -0.346
H -4.587 -1.788 -1.157
H -5.554 -1.430 0.288
H -4.160 -4.949 -0.185
H -2.553 -6.587 -1.091
H -0.157 -6.024 -1.151
H 1.543 -4.653 -0.961
H 1.394 -1.650 -0.495
H 1.161 -2.409 -2.082
H 2.697 -2.599 -1.222
H 1.097 -3.061 1.597
H 2.631 -3.807 1.116
H 1.228 -4.820 1.491

No. 4
84
Properties=species:S:1:pos:R:3 method="wB97M-V/def2-TZVPD" charge=+1 homo_lumo_gap_ev=5.876 e_tot_ha=-2605.03349 multiplicity=1 mol_weight_g_mol=872.5 fmax_ev_per_a=2.1 homo_ev=-10.3
Au 0.622 0.354 -0.127
C 1.375 0.519 -5.175
C 1.509 -0.020 -3.753
C 1.390 -1.546 -3.704
P 0.360 0.665 -2.478
C 0.177 2.503 -2.619
C 1.574 3.137 -2.625
C -0.719 3.012 -3.744
C -1.276 -0.064 -2.659
C -1.961 -0.023 -3.874
C -3.245 -0.520 -4.013
C -3.974 -0.464 -5.325
C -3.848 -1.051 -2.869
C -3.186 -1.119 -1.665
C -1.859 -0.664 -1.531
N -1.175 -0.740 -0.337
C -1.462 -1.594 0.723
C -1.993 -2.879 0.559
C -2.183 -3.713 1.646
C -1.847 -3.321 2.939
C -1.997 -4.250 4.110
C -1.301 -2.054 3.103
C -1.118 -1.195 2.026
P -0.296 0.405 2.113
C 0.514 0.514 3.766
C 1.710 1.475 3.695
C -0.429 0.879 4.910
C -1.608 1.695 1.866
C -0.985 3.095 1.923
C -2.849 1.562 2.743
H 2.200 0.118 -5.766
H 1.439 1.604 -5.219
H 0.449 0.193 -5.646
H 2.489 0.273 -3.360
H 0.437 -1.871 -4.121
H 1.464 -1.921 -2.681
H 2.191 -1.997 -4.289
H -0.313 2.754 -1.669
H 2.092 2.949 -3.567
H 2.187 2.756 -1.809
H 1.487 4.217 -2.504
H -0.319 2.785 -4.731
H -0.787 4.097 -3.657
H -1.726 2.606 -3.669
H -1.485 0.419 -4.740
H -3.373 0.021 -6.092
H -4.911 0.085 -5.219
H -4.227 -1.468 -5.668
H -4.866 -1.417 -2.931
H -3.695 -1.508 -0.795
H -2.207 -3.238 -0.438
H -2.581 -4.707 1.482
H -2.779 -4.987 3.935
H -2.231 -3.701 5.021
H -1.065 -4.793 4.281
H -1.025 -1.743 4.103
H 0.904 -0.498 3.912
H 1.388 2.499 3.502
H 2.407 1.181 2.911
H 2.245 1.464 4.645
H -0.680 1.939 4.877
H 0.083 0.690 5.854
H -1.352 0.302 4.902
H -1.913 1.494 0.834
H -0.790 3.395 2.953
H -1.671 3.824 1.492
H -0.043 3.144 1.369
H -2.664 1.873 3.768
H -3.230 0.540 2.749
H -3.627 2.211 2.338
I 5.714 -4.004 3.407
C 4.943 -2.262 2.514
C 3.784 -2.340 1.762
C 3.294 -1.192 1.158
C 3.937 0.032 1.310
C 5.104 0.084 2.069
C 5.609 -1.056 2.671
C 3.473 1.344 0.687
O 4.131 2.341 0.884
O 2.404 1.391 -0.072
H 3.269 -3.283 1.636
H 2.404 -1.271 0.549
H 5.600 1.038 2.179
H 6.514 -1.007 3.260

No. 5
81
Properties=species:S:1:pos:R:3 method="wB97M-V/def2-TZVPD" charge=+2 homo_lumo_gap_ev="6.200 / 6.333" e_tot_ha=-2432.78479 multiplicity=4 mol_weight_g_mol=646.8 fmax_ev_per_a=0.9 homo_ev="-13.2 / -13.2"
Er -1.292 1.192 0.420
C -3.219 -1.482 2.862
C -3.129 -0.019 2.534
C -2.250 0.825 3.219
C -2.265 2.210 3.014
C -3.130 2.775 2.081
C -3.982 1.938 1.351
C -3.980 0.563 1.578
H -2.854 -1.678 3.868
H -2.626 -2.088 2.172
H -4.251 -1.824 2.795
H -1.623 0.413 4.002
H -1.653 2.850 3.635
H -3.208 3.850 1.986
H -4.703 2.368 0.666
H -4.707 -0.057 1.068
C -1.826 -2.399 -3.041
C -1.275 -1.797 -1.752
C -2.383 -1.129 -0.927
C -0.547 -2.790 -0.861
C -1.144 -3.999 -0.530
C -0.485 -4.913 0.280
C 0.765 -4.604 0.787
C 1.380 -3.383 0.519
C 2.713 -3.063 1.166
C 3.822 -3.960 0.615
C 2.630 -3.174 2.689
C 0.711 -2.493 -0.322
N 1.254 -1.204 -0.592
B 0.644 0.049 -0.299
N 1.572 1.029 -0.746
C 2.680 0.380 -1.306
C 2.483 -0.955 -1.201
C 1.146 2.389 -0.858
C 0.383 2.755 -1.986
C -0.090 4.066 -2.077
C 0.183 4.991 -1.085
C 0.886 4.603 0.045
C 1.356 3.300 0.200
C 1.987 2.926 1.531
C 1.029 2.040 2.327
C 3.390 2.321 1.462
C 0.054 1.763 -3.081
C -1.459 1.535 -3.117
C 0.574 2.213 -4.447
H -2.317 -1.636 -3.647
H -2.556 -3.185 -2.845
H -1.019 -2.833 -3.628
H -0.567 -1.018 -2.032
H -3.280 -1.748 -0.843
H -2.722 -0.164 -1.358
H -2.048 -1.024 0.124
H -2.119 -4.250 -0.930
H -0.945 -5.863 0.512
H 1.270 -5.321 1.422
H 2.972 -2.028 0.937
H 3.640 -5.005 0.873
H 4.787 -3.676 1.034
H 3.891 -3.900 -0.472
H 2.422 -4.196 3.008
H 1.845 -2.531 3.094
H 3.578 -2.877 3.138
H 3.521 0.911 -1.720
H 3.129 -1.752 -1.531
H -0.661 4.368 -2.946
H -0.165 6.010 -1.182
H 1.069 5.322 0.834
H 2.066 3.862 2.088
H 1.059 0.999 1.974
H 0.008 2.461 2.258
H 1.262 2.022 3.393
H 3.382 1.319 1.037
H 3.815 2.258 2.464
H 4.048 2.948 0.863
H 0.530 0.810 -2.844
H -2.006 2.436 -3.399
H -1.844 1.230 -2.117
H -1.731 0.742 -3.812
H 0.095 3.137 -4.775
H 0.377 1.449 -5.198
H 1.648 2.385 -4.414